# 1
The following is a quantum chemistry calculation of C39H46FeOP2 as an isolated structure in a non-equilibrium geometry, from the Open Molecules 2025 dataset.

```
89
Properties=species:S:1:pos:R:3:lowdin_spin:R:1
Fe 0.50 -0.41 -1.64 3.618
C -2.76 -0.06 -0.26 0.010
C -2.28 -0.19 -1.52 0.000
C -2.37 0.82 -2.63 0.000
C -1.10 1.66 -2.90 0.014
C -0.37 2.13 -1.67 -0.001
C -0.99 2.67 -0.59 0.035
C -2.42 2.54 -0.20 0.005
C -2.95 1.21 0.48 0.004
C 2.48 -0.41 -1.93 0.045
H -3.07 -0.97 0.29 0.001
H -2.02 -1.22 -1.85 0.000
H -3.25 1.46 -2.46 0.000
H -2.61 0.28 -3.56 0.000
H -0.42 1.12 -3.58 0.010
H -1.45 2.51 -3.50 0.000
H 0.71 2.32 -1.81 0.002
H -0.41 3.35 0.05 0.001
H -3.07 2.77 -1.06 0.001
H -2.59 3.32 0.57 0.000
H -2.53 1.14 1.50 0.000
H -4.04 1.36 0.64 0.001
H 2.87 -0.91 -1.03 0.008
H 2.88 0.61 -2.00 0.012
H 2.70 -1.01 -2.84 0.021
P -0.33 -1.58 -8.12 0.000
P 1.35 0.41 -8.63 0.000
C -1.21 -0.16 -8.80 0.000
C -0.33 0.80 -9.19 0.000
C -0.66 -2.84 -9.39 0.000
C -1.75 -2.72 -10.27 0.000
C -1.96 -3.67 -11.27 0.000
C -1.09 -4.76 -11.40 0.000
C 0.02 -4.87 -10.56 0.000
C 0.25 -3.91 -9.57 0.000
C -1.30 -2.01 -6.66 0.000
C -1.00 -1.25 -5.51 0.001
C -1.53 -1.64 -4.28 0.005
C -2.56 -2.58 -4.20 0.000
C -2.86 -3.34 -5.35 0.000
C -2.19 -3.09 -6.55 0.000
C 2.33 0.77 -10.17 0.000
C 2.16 -0.04 -11.31 0.000
C 2.79 0.31 -12.51 0.000
C 3.59 1.46 -12.60 0.000
C 3.78 2.25 -11.46 0.000
C 3.15 1.91 -10.26 0.000
C 1.68 1.83 -7.54 0.000
C 2.94 1.92 -6.91 0.000
C 3.30 3.09 -6.24 0.000
C 2.40 4.16 -6.15 0.000
C 1.11 4.02 -6.68 0.000
C 0.74 2.85 -7.35 0.000
H -2.30 -0.20 -8.88 0.000
H -0.50 1.74 -9.71 0.000
H -2.42 -1.86 -10.19 0.000
H -2.81 -3.56 -11.94 0.000
H -1.28 -5.52 -12.16 0.000
H 0.72 -5.70 -10.68 0.000
H 1.13 -3.96 -8.93 0.000
H -0.30 -0.42 -5.57 0.000
H -1.11 -1.22 -3.37 0.005
H -3.11 -2.74 -3.27 0.000
H -3.59 -4.15 -5.27 0.000
H -2.33 -3.77 -7.40 0.000
H 1.52 -0.92 -11.26 0.000
H 2.65 -0.32 -13.40 0.000
H 4.06 1.74 -13.54 0.000
H 4.41 3.14 -11.52 0.000
H 3.29 2.55 -9.39 0.000
H 3.64 1.09 -6.99 0.000
H 4.29 3.17 -5.79 0.000
H 2.70 5.09 -5.65 0.000
H 0.38 4.82 -6.58 0.000
H -0.27 2.76 -7.75 0.000
C 1.77 -1.23 1.85 0.003
C 0.47 -0.53 1.46 0.018
C -0.65 -0.91 2.45 0.005
C 0.71 0.97 1.55 0.003
O 0.13 -0.86 0.13 0.171
H 2.19 -0.85 2.80 0.000
H 2.51 -1.07 1.05 0.000
H 1.60 -2.31 1.93 0.000
H -0.59 -0.33 3.39 0.001
H -1.64 -0.72 1.99 0.000
H -0.62 -1.98 2.72 0.000
H 1.51 1.23 0.85 0.000
H -0.18 1.50 1.20 0.000
H 0.96 1.34 2.55 0.000
```

Output
DFT total energy: -96195.6650 eV
largest force on an atom: 2.4 eV/Å
<S²>: 6.021
E_HOMO (spin up / spin down): -6.5344 / -6.5343 eV
2S+1: 5

=====

# 2
The following is a quantum chemistry calculation of C39H47O7P2Ti as an isolated structure, from the Open Molecules 2025 dataset.

```
96
Properties=species:S:1:pos:R:3:lowdin_charge:R:1
Ti -0.95 1.93 0.52 0.970
O 2.09 4.01 0.58 0.092
C 1.10 3.82 -0.09 -0.550
O 0.60 2.61 -0.33 -0.198
C 0.42 4.93 -0.85 -0.138
C 1.21 6.06 -1.09 -0.027
C 0.72 7.11 -1.84 -0.094
C -0.57 7.05 -2.34 -0.098
C -1.37 5.95 -2.07 -0.117
C -0.89 4.86 -1.32 -0.357
P -2.15 3.52 -1.02 1.006
C -2.72 0.82 0.02 -0.271
C -3.77 0.88 0.94 -0.121
C -4.93 0.14 0.77 -0.107
C -5.08 -0.69 -0.33 -0.118
C -4.06 -0.76 -1.27 -0.113
C -2.89 -0.03 -1.08 -0.160
C -2.00 2.70 -2.67 -0.433
C -3.17 2.26 -3.31 -0.134
C -3.11 1.60 -4.54 -0.108
C -1.89 1.37 -5.15 -0.117
C -0.73 1.81 -4.53 -0.099
C -0.78 2.47 -3.31 -0.091
H 2.21 6.08 -0.68 0.112
H 1.34 7.98 -2.04 0.093
H -0.97 7.87 -2.93 0.094
H -2.39 5.92 -2.42 0.091
H -3.69 1.54 1.80 0.099
H -5.73 0.21 1.51 0.093
H -5.99 -1.26 -0.47 0.089
H -4.16 -1.40 -2.14 0.096
H -2.09 -0.12 -1.81 0.100
H -4.12 2.44 -2.84 0.096
H -4.03 1.27 -5.01 0.093
H -1.85 0.86 -6.10 0.089
H 0.24 1.64 -5.01 0.094
H 0.13 2.80 -2.84 0.095
O -0.13 1.90 4.49 0.095
C -0.54 2.13 3.38 -0.509
O -0.70 1.25 2.42 -0.159
C -0.90 3.56 2.87 -0.497
O -0.91 4.53 3.59 0.119
O -1.21 3.54 1.59 -0.188
O -0.05 0.08 0.11 -0.394
P 0.52 -1.09 0.90 0.911
C -0.84 -1.78 1.92 -0.313
C -0.54 -2.47 3.27 -0.168
C -0.31 -3.97 3.19 -0.203
C -1.45 -4.67 2.45 -0.200
C -1.65 -4.07 1.06 -0.190
C -1.89 -2.56 1.13 -0.176
C 1.03 -2.26 -0.41 -0.326
C 1.79 -1.53 -1.53 -0.181
C 1.96 -2.44 -2.74 -0.194
C 2.65 -3.75 -2.37 -0.207
C 1.91 -4.46 -1.23 -0.196
C 1.77 -3.54 -0.02 -0.194
C 1.79 -0.52 2.10 -0.315
C 2.73 -1.58 2.69 -0.174
C 4.12 -1.66 2.05 -0.203
C 4.76 -0.28 1.89 -0.204
C 3.86 0.60 1.04 -0.184
C 2.50 0.79 1.70 -0.167
H -1.28 -0.82 2.18 0.097
H -1.43 -2.30 3.89 0.127
H 0.28 -1.97 3.79 0.099
H -0.21 -4.38 4.20 0.110
H 0.63 -4.19 2.68 0.083
H -2.38 -4.54 3.03 0.114
H -1.26 -5.74 2.38 0.105
H -2.50 -4.54 0.56 0.112
H -0.78 -4.29 0.44 0.086
H -2.86 -2.39 1.62 0.127
H -2.01 -2.14 0.13 0.089
H 0.05 -2.54 -0.82 0.121
H 2.78 -1.24 -1.16 0.102
H 1.26 -0.62 -1.80 0.111
H 2.52 -1.92 -3.52 0.110
H 0.97 -2.66 -3.16 0.118
H 3.67 -3.54 -2.05 0.114
H 2.72 -4.41 -3.24 0.105
H 2.44 -5.37 -0.95 0.109
H 0.92 -4.76 -1.58 0.114
H 2.76 -3.30 0.35 0.091
H 1.26 -4.07 0.78 0.080
H 1.09 -0.22 2.89 0.094
H 2.27 -2.57 2.68 0.087
H 2.86 -1.33 3.75 0.124
H 4.07 -2.12 1.06 0.086
H 4.75 -2.31 2.67 0.109
H 5.75 -0.38 1.45 0.105
H 4.90 0.18 2.88 0.116
H 3.74 0.14 0.05 0.098
H 4.30 1.58 0.88 0.116
H 1.87 1.40 1.07 0.072
H 2.65 1.36 2.62 0.135
```

Output
DFT total energy: -97240.2513 eV
largest force on an atom: 0.6 eV/Å
total charge: -1
E_HOMO: -4.4664 eV

=====

# 3
The following is a quantum chemistry calculation of C39H48AuN2OP2SSi2 as an isolated structure, from the Open Molecules 2025 dataset.

```
96
Properties=species:S:1:pos:R:3:lowdin_charge:R:1
Au -0.54 -1.17 1.50 0.711
C -2.73 4.27 0.27 -0.181
Si -1.47 3.18 1.15 0.249
C 0.01 4.31 1.42 -0.187
C -2.24 2.85 2.82 -0.180
N -0.97 1.78 0.37 -0.268
P -1.77 0.67 -0.43 0.611
C -1.36 -1.01 -0.43 -0.590
P -0.04 -1.79 -1.24 0.597
N 1.46 -1.57 -0.81 -0.268
Si 2.86 -2.48 -0.65 0.261
C 2.70 -3.95 0.51 -0.183
C 4.22 -1.43 0.13 -0.200
C 3.58 -3.09 -2.29 -0.190
C -0.52 -3.58 -1.25 -0.294
C -1.64 -4.05 -0.57 -0.092
C -1.97 -5.40 -0.61 -0.092
C -1.21 -6.29 -1.34 -0.109
C -0.10 -5.83 -2.05 -0.095
C 0.24 -4.49 -1.99 -0.121
C -0.10 -1.43 -3.06 -0.275
C -0.79 -2.22 -3.97 -0.091
C -0.75 -1.93 -5.34 -0.099
C -0.03 -0.83 -5.80 -0.110
C 0.65 -0.03 -4.89 -0.095
C 0.63 -0.34 -3.53 -0.095
C -3.54 0.70 0.14 -0.268
C -4.50 1.50 -0.48 -0.106
C -5.80 1.57 0.00 -0.099
C -6.17 0.85 1.12 -0.111
C -5.23 0.05 1.76 -0.100
C -3.93 -0.03 1.27 -0.109
C -1.96 1.20 -2.18 -0.302
C -2.73 0.46 -3.08 -0.099
C -2.90 0.89 -4.38 -0.090
C -2.29 2.07 -4.82 -0.106
C -1.51 2.80 -3.94 -0.096
C -1.35 2.37 -2.62 -0.101
H -2.65 5.29 0.66 0.022
H -3.75 3.92 0.43 0.012
H -2.56 4.31 -0.82 0.014
H -0.24 5.13 2.11 0.023
H 0.34 4.76 0.48 0.025
H 0.87 3.78 1.84 -0.022
H -2.45 3.80 3.34 0.024
H -1.59 2.25 3.46 0.005
H -3.19 2.31 2.71 0.015
H 2.38 -3.59 1.50 0.022
H 3.66 -4.46 0.62 0.023
H 1.96 -4.67 0.17 0.010
H 3.97 -1.22 1.18 0.001
H 4.36 -0.48 -0.39 0.028
H 5.17 -1.97 0.12 0.023
H 3.62 -4.19 -2.34 0.017
H 4.61 -2.72 -2.42 0.013
H 2.99 -2.73 -3.13 0.012
H -2.24 -3.33 -0.02 0.070
H -2.85 -5.75 -0.07 0.094
H -1.47 -7.34 -1.38 0.091
H 0.50 -6.52 -2.63 0.096
H 1.10 -4.14 -2.55 0.090
H -1.36 -3.07 -3.63 0.103
H -1.29 -2.56 -6.04 0.094
H -0.01 -0.60 -6.85 0.093
H 1.21 0.83 -5.24 0.099
H 1.19 0.26 -2.83 0.103
H -4.23 2.08 -1.36 0.100
H -6.53 2.20 -0.51 0.095
H -7.19 0.91 1.50 0.091
H -5.51 -0.52 2.64 0.095
H -3.21 -0.67 1.76 0.057
H -3.20 -0.45 -2.73 0.114
H -3.49 0.30 -5.07 0.100
H -2.42 2.40 -5.84 0.094
H -1.03 3.71 -4.27 0.095
H -0.73 2.92 -1.93 0.088
C 5.63 2.40 6.69 -0.057
C 4.52 2.04 5.73 -0.276
C 4.36 0.72 5.30 -0.036
C 3.33 0.37 4.44 -0.061
C 2.46 1.35 4.00 -0.392
C 2.59 2.66 4.43 -0.071
C 3.63 3.00 5.28 -0.045
S 1.14 0.94 2.87 0.902
C 2.10 1.00 1.37 -0.241
O 0.86 -0.54 3.17 -0.647
H 6.48 1.73 6.58 0.074
H 5.29 2.32 7.73 0.081
H 5.97 3.42 6.54 0.074
H 5.05 -0.04 5.64 0.112
H 3.19 -0.65 4.11 0.114
H 1.89 3.42 4.09 0.106
H 3.74 4.03 5.61 0.111
H 3.09 0.59 1.56 0.033
H 2.15 2.05 1.07 0.055
H 1.57 0.42 0.61 0.010
```

Output
DFT total energy: -95114.8650 eV
largest force on an atom: 0.9 eV/Å
total charge: -1
E_HOMO: -4.0638 eV

=====

# 4
The following is a quantum chemistry calculation of C39H48Cl2N5O4PPb as an isolated structure, from the Open Molecules 2025 dataset.

```
100
Properties=species:S:1:pos:R:3:lowdin_charge:R:1
Pb -0.81 -0.12 -3.62 1.574
O 1.78 -0.45 -4.21 0.009
C 2.12 -0.38 -3.06 -0.462
N 1.12 -0.53 -1.99 0.077
C 1.81 -0.62 -0.91 -0.301
O 1.38 -0.77 0.34 -0.075
C 3.27 -0.58 -1.10 -0.097
C 4.33 -0.69 -0.23 0.026
C 5.61 -0.61 -0.77 -0.021
C 5.80 -0.40 -2.13 -0.014
C 4.72 -0.29 -3.00 0.050
C 3.46 -0.39 -2.46 -0.095
H 4.18 -0.84 0.84 0.112
H 6.47 -0.70 -0.12 0.122
H 6.81 -0.34 -2.52 0.124
H 4.86 -0.12 -4.07 0.140
Cl 1.42 -3.70 -2.73 0.554
C 0.65 -5.23 -3.19 -0.965
Cl -1.01 -4.98 -3.75 0.535
H 0.64 -5.88 -2.33 0.032
H 1.22 -5.66 -4.01 0.035
N -5.02 -3.98 -2.76 0.160
C -4.76 -2.66 -2.90 -0.364
C -3.45 -2.16 -2.95 -0.115
N -3.21 -0.85 -2.99 -0.111
C -4.25 -0.01 -3.03 -0.127
C -5.54 -0.53 -3.04 -0.081
N -5.80 -1.83 -2.97 0.148
H -4.29 -4.66 -2.86 0.094
H -5.97 -4.28 -2.84 0.116
H -2.59 -2.83 -2.98 0.052
H -4.05 1.04 -3.05 0.080
H -6.39 0.13 -3.13 0.123
C 2.42 -1.67 5.14 -0.180
C 3.19 -0.70 4.25 -0.175
C 2.22 0.05 3.32 -0.174
C 1.01 -0.84 2.94 -0.325
C 1.46 -2.31 2.87 -0.184
C 1.82 -2.80 4.28 -0.163
P 0.24 -0.30 1.39 1.093
C -1.34 -1.13 1.08 -0.317
C -1.18 -2.53 0.46 -0.182
C -2.45 -3.34 0.71 -0.180
C -2.67 -3.62 2.21 -0.165
C -2.11 -2.50 3.09 -0.172
C -2.18 -1.14 2.39 -0.168
C 0.02 1.48 1.19 -0.329
C -0.91 1.98 2.33 -0.168
C -0.78 3.51 2.51 -0.166
C -0.40 4.18 1.20 -0.179
C 1.01 3.75 0.77 -0.152
C 1.32 2.30 1.15 -0.164
H 1.64 -1.13 5.68 0.119
H 3.08 -2.09 5.90 0.120
H 3.93 -1.26 3.66 0.116
H 3.74 0.03 4.84 0.122
H 2.76 0.37 2.42 0.092
H 1.86 0.95 3.82 0.117
H 0.23 -0.75 3.70 0.126
H 2.32 -2.38 2.20 0.117
H 0.69 -2.96 2.45 0.081
H 2.54 -3.62 4.19 0.121
H 0.93 -3.20 4.77 0.113
H -1.84 -0.48 0.35 0.128
H -0.33 -3.07 0.90 0.100
H -0.97 -2.45 -0.61 0.092
H -2.40 -4.28 0.17 0.116
H -3.30 -2.78 0.32 0.112
H -2.22 -4.57 2.49 0.118
H -3.75 -3.72 2.39 0.118
H -1.07 -2.71 3.37 0.084
H -2.67 -2.44 4.03 0.126
H -1.87 -0.35 3.07 0.085
H -3.22 -0.92 2.13 0.134
H -0.48 1.57 0.22 0.124
H -0.65 1.49 3.27 0.105
H -1.94 1.72 2.09 0.118
H -0.02 3.73 3.27 0.123
H -1.73 3.90 2.89 0.121
H -0.43 5.27 1.32 0.122
H -1.14 3.92 0.44 0.108
H 1.75 4.39 1.24 0.124
H 1.12 3.89 -0.31 0.095
H 1.79 2.28 2.13 0.097
H 2.04 1.87 0.44 0.112
O -2.71 2.58 -2.20 0.061
C -1.60 2.93 -2.53 -0.453
N -0.56 2.03 -2.81 -0.061
C 0.62 2.77 -2.94 -0.445
O 1.74 2.31 -3.01 0.085
C 0.27 4.22 -2.93 -0.116
C 1.05 5.34 -3.12 0.014
C 0.42 6.58 -3.02 -0.038
C -0.94 6.68 -2.73 -0.039
C -1.72 5.53 -2.55 0.016
C -1.08 4.32 -2.66 -0.111
H 2.11 5.26 -3.35 0.128
H 1.00 7.48 -3.17 0.116
H -1.40 7.65 -2.65 0.116
H -2.78 5.60 -2.34 0.128
```

Output
DFT total energy: -96434.1510 eV
largest force on an atom: 0.6 eV/Å
total charge: +2
E_HOMO: -13.3362 eV

=====

# 5
The following is a quantum chemistry calculation of C39H48N3O3P2Rh as an isolated structure, from the Open Molecules 2025 dataset.

```
96
Properties=species:S:1:pos:R:3:lowdin_spin:R:1
Rh 0.54 -0.03 0.37 1.115
C 3.64 5.11 -0.26 -0.003
O 2.40 5.31 -0.93 -0.011
C 1.30 5.14 -0.13 -0.004
C 0.54 6.25 0.20 0.148
C -0.63 6.06 0.94 -0.001
C -0.99 4.81 1.37 0.107
C -0.21 3.64 1.11 0.054
C -0.65 2.47 1.75 0.368
N -0.15 1.19 1.77 0.298
N -0.44 0.56 2.98 0.004
C -0.07 -0.68 3.00 0.047
O 0.44 -1.31 1.97 0.073
C -0.26 -1.47 4.24 0.001
C -0.85 -0.91 5.38 0.008
C -1.03 -1.68 6.51 -0.001
C -0.63 -3.01 6.54 0.009
C -0.04 -3.56 5.41 -0.001
C 0.15 -2.80 4.27 0.008
C 0.92 3.86 0.27 0.117
O 1.74 2.84 -0.20 0.037
H 4.42 5.31 -1.00 0.000
H 3.74 4.09 0.10 0.000
H 3.74 5.81 0.57 0.000
H 0.85 7.22 -0.15 0.010
H -1.26 6.91 1.18 -0.004
H -1.88 4.69 1.97 0.004
H -1.50 2.60 2.40 0.018
H -1.15 0.13 5.35 0.000
H -1.49 -1.24 7.39 0.000
H -0.77 -3.60 7.43 0.001
H 0.28 -4.60 5.43 0.000
H 0.61 -3.22 3.39 0.001
C -2.14 -2.26 -3.09 0.002
C -0.85 -2.73 -2.42 0.032
C 0.38 -2.36 -3.25 0.001
P -0.68 -2.12 -0.67 0.135
C -2.26 -2.70 0.11 0.023
C -2.58 -4.20 0.05 0.008
C -2.46 -2.15 1.51 0.002
C 0.78 -3.11 -0.16 0.022
C 0.79 -4.44 0.23 -0.001
C 1.97 -5.06 0.62 0.019
C 3.16 -4.34 0.61 -0.001
C 3.17 -3.02 0.20 0.017
C 1.99 -2.40 -0.21 0.009
N 1.93 -1.04 -0.56 0.218
C 2.75 -0.46 -1.53 0.006
C 3.76 -1.15 -2.22 0.031
C 4.55 -0.48 -3.13 -0.003
C 4.38 0.88 -3.38 0.034
C 3.36 1.56 -2.74 -0.002
C 2.53 0.89 -1.85 0.029
P 1.09 1.60 -1.04 0.011
C -3.53 2.06 -0.12 0.645
C -3.73 0.99 -1.12 0.105
C -4.09 1.92 1.24 0.103
C -0.02 2.36 -2.25 0.001
C 0.57 3.49 -3.10 0.000
C -0.60 1.25 -3.13 0.001
H -2.15 -2.57 -4.14 0.000
H -2.24 -1.18 -3.07 0.001
H -3.03 -2.69 -2.62 0.000
H -0.88 -3.83 -2.34 0.006
H 0.52 -1.28 -3.30 0.000
H 0.26 -2.73 -4.27 0.000
H 1.29 -2.80 -2.84 0.000
H -2.97 -2.19 -0.55 0.002
H -2.04 -4.74 0.82 0.000
H -2.36 -4.65 -0.92 0.001
H -3.65 -4.34 0.25 0.001
H -1.80 -2.63 2.23 0.000
H -3.49 -2.32 1.82 0.000
H -2.27 -1.07 1.55 0.001
H -0.13 -5.01 0.25 0.000
H 1.95 -6.09 0.93 0.001
H 4.07 -4.82 0.94 0.000
H 4.09 -2.45 0.22 0.000
H 3.91 -2.20 -2.05 0.002
H 5.33 -1.03 -3.65 -0.001
H 5.03 1.40 -4.08 0.002
H 3.20 2.61 -2.93 -0.001
H -3.13 3.02 -0.43 0.037
H -3.46 0.01 -0.71 0.015
H -3.15 1.15 -2.03 0.000
H -4.79 0.91 -1.43 0.032
H -3.72 1.01 1.74 0.019
H -5.19 1.83 1.22 0.029
H -3.85 2.77 1.88 0.000
H -0.82 2.77 -1.62 0.002
H 1.25 3.08 -3.85 0.000
H 1.10 4.23 -2.52 0.000
H -0.24 3.98 -3.64 0.000
H 0.16 0.88 -3.82 0.000
H -1.44 1.63 -3.72 0.000
H -0.95 0.42 -2.52 0.000
```

Output
DFT total energy: -73418.2660 eV
largest force on an atom: 0.4 eV/Å
<S²>: 6.057
E_HOMO (spin up / spin down): -5.3851 / -7.2528 eV
2S+1: 5